Record 1
Molecular formula: C4H11ClN2
Method: DFT, wB97M-V/def2-TZVPD

## Properties
gap between HOMO and LUMO	6.63	eV
spin multiplicity	1
energy relative to the best compared isomer or geometry (same formula, charge and spin)	83.2	kcal/mol
charge	0

CARTESIAN COORDINATES (ANGSTROEM)
C: 0.31 -1.87 -0.70
C: 1.39 0.42 -0.79
C: 0.36 -0.38 1.36
C: 0.70 -0.62 0.05
N: -2.12 1.52 -0.67
N: -2.20 0.81 0.51
Cl: -3.34 -0.58 0.49
H: -0.76 -2.10 -0.90
H: 0.67 -1.82 -1.74
H: 0.82 -2.82 -0.46
H: 1.37 1.43 -0.42
H: 0.88 0.46 -1.76
H: 2.42 0.19 -1.07
H: -0.92 -0.08 1.05
H: 0.10 -1.21 2.04
H: 0.80 0.43 1.90
H: -2.25 1.09 -1.50
H: -2.74 2.32 -0.54

Here are the Mulliken charges for atoms 1 to 2, given in e: -1.215, -1.457

***

Record 2
Molecular formula: C33H44AsN4ORuSSi
Method: DFT, wB97M-V/def2-TZVPD

## Properties
gap between HOMO and LUMO (alpha / beta)	8.53 / 7.26	eV
spin multiplicity	2
energy relative to the best compared isomer or geometry (same formula, charge and spin)	25.9	kcal/mol
charge	+2

CARTESIAN COORDINATES (ANGSTROEM)
Ru: 0.08 1.46 0.24
C: -0.37 4.12 1.53
C: 0.28 3.41 2.69
N: 0.23 1.96 2.42
C: 1.32 1.16 3.02
C: 2.67 1.49 2.40
S: 2.59 1.77 0.60
C: 2.67 3.58 0.43
C: 1.43 4.16 -0.23
N: 0.15 3.59 0.24
H: -0.23 5.20 1.60
H: -1.44 3.91 1.54
H: -0.24 3.66 3.62
H: 1.32 3.71 2.82
H: -0.65 1.58 2.76
H: 1.08 0.12 2.82
H: 1.38 1.31 4.10
H: 3.33 0.64 2.55
H: 3.17 2.36 2.84
H: 3.53 3.81 -0.20
H: 2.87 4.00 1.42
H: 1.47 3.95 -1.30
H: 1.44 5.24 -0.10
H: -0.55 3.80 -0.46
C: 2.16 1.64 -3.00
C: 0.69 1.92 -3.00
C: 0.00 2.25 -4.15
C: -1.37 2.49 -4.10
C: -2.06 2.38 -2.91
C: -1.32 2.04 -1.78
N: 0.01 1.85 -1.83
N: -1.74 1.82 -0.50
Si: -3.17 0.81 -0.09
C: -4.75 1.73 -0.30
C: -2.85 0.32 1.67
C: -3.04 -0.63 -1.27
H: 2.38 0.81 -3.67
H: 2.51 1.37 -2.01
H: 2.72 2.50 -3.37
H: 0.54 2.32 -5.09
H: -1.90 2.75 -5.01
H: -3.12 2.57 -2.84
H: -4.81 2.60 0.37
H: -5.60 1.08 -0.07
H: -4.89 2.09 -1.32
H: -2.88 1.19 2.33
H: -1.89 -0.18 1.77
H: -3.61 -0.39 2.04
H: -3.08 -0.28 -2.30
H: -3.85 -1.35 -1.13
H: -2.09 -1.14 -1.12
O: 0.54 -0.46 0.41
As: 0.42 -2.14 0.14
C: 0.45 -2.42 -1.74
C: 1.51 -1.79 -2.40
C: 1.62 -1.90 -3.78
C: 0.68 -2.62 -4.50
C: -0.37 -3.24 -3.84
C: -0.49 -3.16 -2.46
C: -1.04 -2.82 1.15
C: -2.25 -3.27 0.64
C: -3.26 -3.66 1.51
C: -3.07 -3.59 2.88
C: -1.86 -3.14 3.39
C: -0.85 -2.76 2.53
C: 2.00 -2.85 0.93
C: 3.10 -2.03 1.14
C: 4.24 -2.54 1.73
C: 4.27 -3.88 2.12
C: 3.17 -4.70 1.91
C: 2.03 -4.19 1.31
H: 2.25 -1.23 -1.84
H: 2.45 -1.43 -4.29
H: 0.76 -2.70 -5.57
H: -1.11 -3.80 -4.40
H: -1.28 -3.69 -1.96
H: -2.43 -3.33 -0.42
H: -4.20 -4.02 1.11
H: -3.86 -3.90 3.55
H: -1.70 -3.10 4.46
H: 0.10 -2.42 2.93
H: 3.05 -1.00 0.82
H: 5.10 -1.91 1.90
H: 5.16 -4.28 2.59
H: 3.20 -5.73 2.23
H: 1.17 -4.83 1.14

Here are the Mulliken charges for atoms 1 to 2, given in e: -0.430, -0.854

***

Record 3
Molecular formula: C15H18CoNO8
Method: DFT, wB97M-V/def2-TZVPD

## Properties
gap between HOMO and LUMO (alpha / beta)	7.58 / 7.47	eV
spin multiplicity	1
charge	0

CARTESIAN COORDINATES (ANGSTROEM)
Co: -0.94 -0.03 0.20
O: -2.69 -1.35 0.11
C: -3.92 -0.63 0.08
C: -3.83 0.54 1.02
N: -2.65 1.34 0.66
C: -2.89 2.20 -0.50
C: -1.82 2.03 -1.56
O: -1.84 2.73 -2.54
O: -0.95 1.10 -1.29
C: -2.02 1.97 1.82
C: -1.44 0.88 2.72
O: -1.17 1.11 3.87
O: -1.30 -0.27 2.10
H: -2.56 -1.70 1.01
H: -4.75 -1.28 0.37
H: -4.06 -0.32 -0.95
H: -3.71 0.19 2.04
H: -4.74 1.14 0.97
H: -2.96 3.26 -0.23
H: -3.82 1.92 -0.99
H: -2.72 2.57 2.41
H: -1.20 2.60 1.49
C: 3.46 -2.58 -4.01
O: 4.21 -2.17 -2.88
C: 3.53 -1.68 -1.82
C: 4.33 -1.17 -0.78
C: 3.72 -0.58 0.29
C: 2.32 -0.47 0.38
C: 1.67 0.40 1.31
C: 2.22 0.66 2.68
O: 0.60 0.97 1.00
C: 1.53 -1.10 -0.61
O: 0.22 -1.25 -0.49
C: 2.15 -1.66 -1.73
H: 4.18 -2.89 -4.76
H: 2.86 -1.75 -4.41
H: 2.79 -3.41 -3.78
H: 5.40 -1.23 -0.87
H: 4.34 -0.13 1.06
H: 3.29 0.49 2.76
H: 1.71 -0.04 3.34
H: 1.96 1.67 3.00
H: 1.51 -2.09 -2.48

Here are the Mulliken charges for atoms 1 to 2, given in e: 0.776, -0.457

***

Record 4
Molecular formula: C6H11Cl2NS
Method: DFT, wB97M-V/def2-TZVPD

## Properties
gap between HOMO and LUMO	9.86	eV
spin multiplicity	1
energy relative to the best compared isomer or geometry (same formula, charge and spin)	36.1	kcal/mol
charge	0
SMILES	CC/N=C/CCSC(Cl)Cl

CARTESIAN COORDINATES (ANGSTROEM)
C: 0.37 1.25 -1.53
C: 1.05 0.09 -0.94
C: 0.11 2.49 -0.49
C: -1.95 1.15 0.60
C: 0.30 -2.61 1.22
C: 1.02 -2.08 -0.04
N: 0.33 -0.92 -0.65
S: -1.69 2.75 -0.22
Cl: -3.64 0.77 0.88
Cl: -1.22 1.13 2.21
H: 0.88 1.47 -2.45
H: -0.63 0.94 -1.82
H: 2.13 0.05 -0.57
H: -1.44 0.36 -0.05
H: 0.55 2.13 0.44
H: 0.48 3.57 -0.74
H: 0.92 -3.34 1.78
H: 0.13 -1.80 2.07
H: -0.67 -2.99 0.96
H: 1.92 -1.61 0.29
H: 1.06 -2.80 -0.97

Here are the Mulliken charges for atoms 1 to 2, given in e: -0.863, 0.007

***

Record 5
Molecular formula: C15H10N4ORhSbSe4
Method: DFT, wB97M-V/def2-TZVPD

## Properties
gap between HOMO and LUMO	6.06	eV
spin multiplicity	1
energy relative to the best compared isomer or geometry (same formula, charge and spin)	9.2	kcal/mol
charge	-2

CARTESIAN COORDINATES (ANGSTROEM)
Rh: 1.67 -0.16 0.91
Se: 4.30 -2.55 4.73
Sb: 3.69 -0.45 3.71
Se: 1.25 -0.12 3.21
Se: 3.98 -0.57 1.15
Se: 4.76 1.50 4.65
N: 0.27 -1.72 0.16
C: -1.08 -1.58 0.58
C: -1.72 -2.66 1.19
C: -3.03 -2.55 1.62
C: -3.71 -1.36 1.44
C: -3.06 -0.29 0.85
C: -1.74 -0.37 0.42
C: -1.05 0.85 -0.08
C: -1.76 1.76 -0.88
C: -1.22 2.99 -1.19
C: 0.01 3.35 -0.67
C: 0.73 2.44 0.09
C: 0.24 1.16 0.36
H: 0.62 -2.65 0.32
H: 0.44 -1.45 -0.82
H: -1.16 -3.58 1.34
H: -3.50 -3.40 2.11
H: -4.74 -1.26 1.77
H: -3.58 0.66 0.76
H: -2.73 1.48 -1.26
H: -1.77 3.67 -1.84
H: 0.43 4.33 -0.88
H: 1.71 2.72 0.47
O: 2.12 0.11 -1.27
N: 1.57 -0.61 -2.14
C: 1.61 -0.17 -3.38
C: 2.19 1.08 -3.77
N: 2.65 2.09 -4.08
C: 1.02 -1.00 -4.39
N: 0.57 -1.67 -5.21

Here are the Mulliken charges for atoms 1 to 2, given in e: -0.334, -0.730

***

Record 6
Molecular formula: C17H27F3GaN2O5S
Method: DFT, wB97M-V/def2-TZVPD

## Properties
gap between HOMO and LUMO	7.02	eV
spin multiplicity	1
charge	-1

CARTESIAN COORDINATES (ANGSTROEM)
C: 3.01 -0.72 3.30
C: 3.53 -0.85 1.84
C: 4.94 -0.29 1.54
N: 2.89 -1.41 0.91
Ga: 1.23 -0.59 0.41
C: -0.26 -1.55 1.42
C: -1.70 -1.09 1.11
C: -2.76 -2.21 1.20
C: -4.16 -1.56 1.02
O: -5.08 -1.99 2.02
C: 1.24 1.45 0.66
C: -0.22 1.95 0.58
C: -0.38 3.45 0.48
C: -1.26 4.06 1.36
C: -1.52 5.41 1.35
C: -0.87 6.20 0.41
C: 0.01 5.60 -0.45
C: 0.27 4.26 -0.43
S: 0.91 -1.16 -1.89
O: 2.22 -1.48 -2.43
O: -0.04 -2.26 -2.02
C: 0.29 0.26 -2.94
F: -1.02 0.50 -2.77
F: 1.01 1.37 -2.77
F: 0.43 -0.10 -4.24
H: 3.85 -0.40 3.93
H: 2.15 -0.06 3.40
H: 2.77 -1.74 3.63
H: 5.40 -1.03 0.87
H: 4.87 0.64 0.97
H: 5.59 -0.22 2.42
H: -0.18 -2.60 1.12
H: -0.02 -1.49 2.49
H: -1.98 -0.34 1.86
H: -1.76 -0.65 0.11
H: -2.77 -2.57 2.23
H: -2.61 -3.01 0.47
H: -4.54 -1.70 -0.01
H: -4.03 -0.48 1.14
H: -5.64 -1.24 2.24
H: 1.92 1.95 -0.03
H: 1.60 1.58 1.69
H: -0.73 1.61 1.48
H: -0.69 1.50 -0.31
H: -1.78 3.44 2.09
H: -2.24 5.83 2.04
H: -1.11 7.26 0.39
H: 0.50 6.24 -1.18
H: 0.96 3.81 -1.14
C: -0.47 -4.36 -4.05
N: -0.12 -5.35 -5.11
O: 1.05 -5.62 -5.27
O: -1.05 -5.82 -5.75
H: 0.44 -4.03 -3.56
H: -0.97 -3.53 -4.52
H: -1.12 -4.86 -3.34

Here are the Mulliken charges for atoms 1 to 2, given in e: -1.080, 0.568

***

Record 7
Molecular formula: C3H3N3OS
Method: DFT, wB97M-V/def2-TZVPD

## Properties
gap between HOMO and LUMO	8.61	eV
spin multiplicity	1
energy relative to the best compared isomer or geometry (same formula, charge and spin)	95.3	kcal/mol
charge	0
SMILES	[H]/N=C/NOC(=S)C#N

CARTESIAN COORDINATES (ANGSTROEM)
C: -1.14 1.31 0.25
C: 0.97 -1.49 -0.12
C: 1.45 -1.95 -1.40
H: -1.71 3.11 0.53
H: -1.58 1.13 -0.72
H: 0.43 0.50 1.23
N: -1.24 2.34 0.98
N: -0.38 0.21 0.73
N: 1.80 -2.35 -2.43
O: -0.01 -0.63 -0.34
S: 1.41 -2.18 1.28

Here are the Mulliken charges for atoms 1 to 2, given in e: 0.063, 0.375

***

Record 8
Molecular formula: C38H38ClP2STm
Method: DFT, wB97M-V/def2-TZVPD

## Properties
gap between HOMO and LUMO (alpha / beta)	7.39 / 7.14	eV
spin multiplicity	3
charge	+2

CARTESIAN COORDINATES (ANGSTROEM)
Tm: -0.99 0.30 -0.95
Cl: -0.16 2.60 -0.54
P: 1.72 -0.32 -1.88
P: -1.66 0.53 1.90
C: 2.36 -2.03 -2.15
C: 3.25 0.68 -1.69
C: 0.95 0.15 -3.52
C: -3.43 0.66 1.44
C: -1.61 -0.65 3.29
C: -1.18 2.13 2.63
C: 2.09 -2.81 -3.30
C: 2.46 -4.17 -3.35
C: 3.16 -4.75 -2.29
C: 3.55 -3.96 -1.20
C: 3.18 -2.60 -1.15
H: 1.61 -2.37 -4.17
H: 2.21 -4.77 -4.23
H: 3.44 -5.82 -2.33
H: 4.15 -4.39 -0.40
H: 3.54 -1.99 -0.32
C: -0.34 -0.34 -3.83
C: -0.96 0.05 -5.02
C: -0.31 0.92 -5.90
C: 0.99 1.37 -5.63
C: 1.63 0.99 -4.44
H: -0.83 -1.14 -3.22
H: -1.95 -0.35 -5.26
H: -0.79 1.22 -6.82
H: 1.51 2.02 -6.33
H: 2.63 1.36 -4.21
C: 4.49 0.31 -2.27
C: 5.63 1.12 -2.09
C: 5.58 2.30 -1.35
C: 4.35 2.69 -0.80
C: 3.21 1.89 -0.96
H: 4.57 -0.61 -2.86
H: 6.57 0.82 -2.55
H: 6.47 2.92 -1.21
H: 4.28 3.61 -0.23
H: 2.25 2.23 -0.55
C: -1.15 -0.30 4.58
C: -1.08 -1.26 5.60
C: -1.52 -2.57 5.39
C: -2.11 -2.89 4.16
C: -2.17 -1.94 3.13
H: -0.87 0.74 4.81
H: -0.70 -0.97 6.59
H: -1.47 -3.32 6.19
H: -2.53 -3.89 4.01
H: -2.68 -2.20 2.20
C: -3.78 1.00 0.11
C: -5.12 1.00 -0.28
C: -6.14 0.70 0.63
C: -5.82 0.45 1.96
C: -4.48 0.42 2.38
H: -3.02 1.43 -0.62
H: -5.36 1.25 -1.32
H: -7.18 0.71 0.31
H: -6.62 0.26 2.69
H: -4.23 0.20 3.42
C: -2.14 3.06 3.06
C: -1.73 4.31 3.57
C: -0.37 4.65 3.64
C: 0.58 3.70 3.24
C: 0.18 2.45 2.76
H: -3.20 2.83 2.99
H: -2.48 5.03 3.89
H: -0.06 5.63 4.02
H: 1.65 3.95 3.31
H: 0.94 1.73 2.43
H: -2.50 1.65 -2.63
H: -1.93 2.00 -2.20
C: 0.96 -3.40 1.72
S: 0.30 -1.79 0.70
C: -0.58 -2.77 -0.64
H: 1.63 -3.09 2.52
H: 1.50 -4.14 1.12
H: 0.13 -3.94 2.19
H: 0.21 -3.24 -1.23
H: -1.16 -3.51 -0.09
H: -1.30 -2.15 -1.28

Here are the Mulliken charges for atoms 1 to 2, given in e: -0.245, -0.280

***

Record 9
Molecular formula: H34O17
Method: DFT, wB97M-V/def2-TZVPD

## Properties
gap between HOMO and LUMO	9.52	eV
spin multiplicity	1
energy relative to the best compared isomer or geometry (same formula, charge and spin)	59.2	kcal/mol
charge	0

CARTESIAN COORDINATES (ANGSTROEM)
O: -1.48 0.05 2.81
H: -1.88 -0.49 3.50
H: -1.37 -0.58 2.08
O: 1.34 2.01 -2.12
H: 2.10 2.35 -2.63
H: 0.98 1.20 -2.39
O: 0.08 -2.85 -2.85
H: -0.17 -2.00 -2.58
H: 0.40 -3.34 -2.08
O: -2.31 0.36 -1.89
H: -3.21 0.30 -1.52
H: -1.79 0.22 -1.12
O: 1.66 1.72 3.58
H: 2.62 1.51 3.55
H: 1.31 1.87 2.70
O: 3.24 0.37 -1.03
H: 3.91 -0.26 -1.32
H: 2.72 0.62 -1.78
O: -1.18 2.70 -2.11
H: -1.41 1.80 -2.05
H: -0.26 2.58 -2.17
O: -0.57 -2.78 2.41
H: -0.55 -2.76 1.44
H: 0.30 -3.12 2.56
O: 0.30 -0.18 -3.00
H: 0.94 -0.76 -3.42
H: 0.08 0.44 -3.70
O: -1.33 -2.88 -0.13
H: -1.52 -3.75 -0.49
H: -1.96 -2.48 -0.66
O: -3.35 -0.89 0.53
H: -2.75 -1.51 0.86
H: -3.90 -1.43 0.03
O: 1.72 -1.89 -0.31
H: 1.93 -1.57 0.55
H: 2.15 -1.34 -0.90
O: 0.00 2.13 1.45
H: -0.61 2.84 1.18
H: -0.60 1.54 1.93
O: -3.09 1.92 0.42
H: -3.12 0.97 0.45
H: -3.04 2.15 1.35
O: 1.75 -0.61 2.08
H: 0.92 -0.98 2.39
H: 1.68 0.24 2.59
O: 2.97 2.25 0.97
H: 2.70 1.51 0.47
H: 3.71 2.63 0.47
O: -0.40 -0.05 -0.04
H: -0.02 0.79 0.26
H: 0.36 -0.55 -0.36

Here are the Mulliken charges for atoms 1 to 2, given in e: -0.709, 0.335

***

Record 10
Molecular formula: B2CdH22O11P
Method: DFT, wB97M-V/def2-TZVPD

## Properties
gap between HOMO and LUMO	2.21	eV
spin multiplicity	1
charge	-3

CARTESIAN COORDINATES (ANGSTROEM)
Cd: 1.42 0.43 -1.05
P: 1.72 -2.21 -1.38
O: 0.93 -3.34 -0.71
O: 2.47 -2.97 -2.48
O: 2.47 -1.17 -0.43
O: 0.54 -1.31 -1.82
B: -2.64 -1.17 -2.45
H: -3.58 -0.62 -2.88
H: -2.95 -1.54 -1.40
H: -2.30 -2.01 -3.18
H: -1.77 -0.43 -2.28
B: 0.11 1.04 0.59
H: -0.42 0.16 0.13
H: 1.13 0.65 0.85
H: 0.26 1.81 -0.22
H: -0.55 1.37 1.47
O: 0.11 -0.52 3.30
H: -0.54 -0.41 4.01
H: -0.14 0.15 2.64
O: 3.14 1.71 -0.29
H: 3.96 1.72 -0.79
H: 3.40 1.86 0.63
O: -3.09 1.20 -0.62
H: -2.60 0.36 -0.84
H: -2.39 1.83 -0.44
O: 0.27 1.25 -2.62
H: -0.65 0.94 -2.81
H: 0.53 1.79 -3.38
O: -0.22 3.12 3.02
H: -0.91 3.79 2.98
H: -0.26 2.67 2.14
O: 2.67 -1.59 2.54
H: 2.58 -1.10 1.70
H: 1.89 -1.33 3.05
O: -1.48 -2.09 0.62
H: -1.23 -1.33 1.14
H: -1.87 -2.70 1.25

Here are the Mulliken charges for atoms 1 to 2, given in e: 0.236, 0.612

***

Number 1: DFT total energy -728.50615 Eh. Number 2: DFT total energy -4596.08981 Eh. Number 3: DFT total energy -2621.83202 Eh. Number 4: DFT total energy -1608.47767 Eh. Number 5: DFT total energy -10828.49254 Eh. Number 6: DFT total energy -3772.18429 Eh. Number 7: DFT total energy -753.70093 Eh. Number 8: DFT total energy -4096.57807 Eh. Number 9: DFT total energy -1299.43564 Eh. Number 10: DFT total energy -1399.34336 Eh.